<P>
Below is C32H21BrF5N3O2RuS as an isolated structure, with properties calculated with ωB97M-V/def2-TZVPD.

Computed properties:
- multiplicity = 6
- charge = +1
- frontier orbital gap (alpha / beta) (eV) = 7.7 / 5.9
- E_LUMO (alpha / beta) (eV) = -3.1 / -4.9

Last column: Mulliken charge in e.
Positions of all 66 atoms, in Å:
Ru 2.2137 -0.5474 0.3770  0.768
C 0.1993 -3.6108 0.6155  -1.691
C 1.5282 -3.0956 1.0846  1.044
C 2.6405 -3.0869 0.2313  -0.895
C 3.8956 -2.6641 0.6924  -0.280
C 4.0529 -2.2404 2.0086  -0.353
C 2.9524 -2.2329 2.8636  -0.655
C 1.7075 -2.6472 2.4028  -0.021
H 0.0451 -3.4082 -0.4442  0.363
H -0.6223 -3.1774 1.1839  0.283
H 0.1636 -4.6944 0.7460  0.410
H 2.5333 -3.4167 -0.7948  0.415
H 4.7346 -2.6506 0.0108  0.369
H 5.0201 -1.9042 2.3559  0.460
H 3.0633 -1.8934 3.8850  0.457
H 0.8543 -2.6352 3.0700  0.453
F 1.9560 4.2362 -3.1109  -0.350
C 2.2346 3.5765 -2.0012  0.633
C 1.2697 3.4461 -1.0147  0.361
F 0.0720 3.9935 -1.1814  -0.318
C 1.5628 2.7334 0.1297  0.317
F 0.6190 2.6234 1.0633  -0.401
C 2.8023 2.1134 0.3160  0.127
S 3.1462 1.1145 1.7259  -0.407
C 3.7683 2.3001 -0.6818  0.114
F 4.9716 1.7619 -0.5432  -0.433
C 3.4935 3.0142 -1.8306  0.510
F 4.4105 3.1536 -2.7767  -0.402
Br 6.0445 0.3271 -6.1107  -0.158
C 4.3093 0.5235 -5.3929  -0.171
C 3.3122 1.1062 -6.1622  -0.378
C 2.0370 1.2585 -5.6343  -0.751
C 1.7596 0.8328 -4.3466  -0.450
C 2.7704 0.2514 -3.5872  0.321
C 4.0531 0.0934 -4.1050  -0.215
C 2.5082 -0.1530 -2.1936  1.049
O 1.3701 0.0128 -1.6576  -0.544
O 3.4377 -0.6363 -1.4730  -0.896
H 3.5341 1.4413 -7.1659  0.440
H 1.2629 1.7166 -6.2346  0.427
H 0.7730 0.9503 -3.9188  0.447
H 4.8322 -0.3457 -3.4984  0.512
N -4.5674 0.5162 3.1855  0.015
C -5.9429 0.4501 3.1129  0.711
C -6.9489 0.7831 4.0176  -1.041
C -8.2432 0.5727 3.5952  -0.404
C -8.5338 0.0500 2.3200  -0.505
C -7.5351 -0.2747 1.4314  -0.780
C -6.2145 -0.0666 1.8393  0.604
N -5.0351 -0.2950 1.1588  -0.614
C -4.0899 0.0634 1.9828  -0.366
C -2.6701 -0.0337 1.6490  1.170
C -2.3057 -0.3451 0.3404  -0.706
C -0.9719 -0.4533 0.0176  -1.018
N 0.0071 -0.2777 0.9188  1.552
C -0.3373 0.0358 2.1735  -0.933
C -1.6488 0.1637 2.5772  -1.030
H -4.0351 0.8995 3.9455  0.179
H -6.7321 1.1837 4.9987  0.386
H -9.0611 0.8145 4.2605  0.393
H -9.5681 -0.0956 2.0397  0.390
H -7.7501 -0.6750 0.4502  0.442
H -3.0722 -0.4958 -0.4059  0.575
H -0.6576 -0.6734 -0.9926  0.614
H 0.4728 0.2019 2.8720  0.508
H -1.8517 0.4111 3.6100  0.344

<Q>
Below is C32H21BrF5N3O2RuS as an isolated structure, with properties calculated with ωB97M-V/def2-TZVPD.

Computed properties:
- multiplicity = 6
- charge = +1
- frontier orbital gap (alpha / beta) (eV) = 7.8 / 5.2
- E_LUMO (alpha / beta) (eV) = -3.0 / -5.6

Last column: Mulliken charge in e.
Positions of all 66 atoms, in Å:
Ru 0.1997 0.5544 1.9997  1.378
C -0.7765 0.9953 5.6540  -1.623
C -0.5898 1.8280 4.4187  1.375
C -1.6861 2.3102 3.6968  -0.404
C -1.5216 3.0464 2.5335  -0.336
C -0.2442 3.3457 2.0721  -0.650
C 0.8647 2.9085 2.7943  -0.609
C 0.6906 2.1329 3.9507  -0.747
H -0.6042 -0.0589 5.4198  0.221
H -1.7933 1.0838 6.0393  0.393
H -0.0733 1.2914 6.4362  0.435
H -2.6836 2.0929 4.0565  0.399
H -2.3898 3.4068 1.9951  0.483
H -0.1072 3.9490 1.1844  0.453
H 1.8540 3.2370 2.5126  0.400
H 1.5519 1.8427 4.5343  0.461
F 7.1575 -1.3329 2.1057  -0.268
C 5.8530 -1.3626 2.1839  0.719
C 5.1353 -0.1787 2.1867  -0.250
F 5.7667 0.9810 2.1072  -0.277
C 3.7684 -0.2299 2.2663  -0.358
F 3.1232 0.9398 2.2648  -0.181
C 3.0595 -1.4305 2.3532  0.771
S 1.3425 -1.5512 2.5281  -0.402
C 3.8257 -2.6023 2.3453  0.278
F 3.2320 -3.7752 2.4183  -0.287
C 5.1965 -2.5739 2.2607  0.223
F 5.8925 -3.6948 2.2531  -0.260
Br -5.8086 -3.2235 4.9419  -0.176
C -4.9213 -2.9432 3.2993  -0.140
C -5.3933 -3.5612 2.1545  -0.389
C -4.7359 -3.3528 0.9488  -0.612
C -3.6208 -2.5324 0.8918  -0.496
C -3.1591 -1.9216 2.0488  0.350
C -3.8089 -2.1252 3.2639  -0.314
C -1.9616 -1.0443 1.9812  0.996
O -1.4018 -0.8097 0.8839  -0.800
O -1.4770 -0.5068 3.0499  -0.629
H -6.2645 -4.2016 2.2051  0.414
H -5.1016 -3.8384 0.0509  0.409
H -3.1006 -2.3592 -0.0431  0.409
H -3.4395 -1.6501 4.1597  0.456
N 1.2821 0.2194 -5.2498  0.020
C 0.8372 0.3382 -6.5509  0.726
C 1.4200 0.0247 -7.7807  -1.073
C 0.6722 0.3127 -8.8971  -0.401
C -0.6147 0.8845 -8.8012  -0.497
C -1.1792 1.1829 -7.5835  -0.712
C -0.4317 0.9074 -6.4357  0.564
N -0.7476 1.1267 -5.1001  -0.604
C 0.2860 0.7037 -4.4383  -0.061
C 0.3809 0.7825 -2.9745  1.025
C 1.4991 0.3748 -2.2577  -0.846
C 1.5108 0.5133 -0.8860  -0.361
N 0.4839 1.0358 -0.1983  0.215
C -0.6032 1.4108 -0.8981  -0.446
C -0.6908 1.3072 -2.2621  -0.840
H 2.1580 -0.1774 -4.9651  0.169
H 2.4040 -0.4264 -7.8580  0.376
H 1.0818 0.0984 -9.8760  0.388
H -1.1664 1.0892 -9.7119  0.385
H -2.1711 1.6133 -7.5017  0.432
H 2.3674 -0.0521 -2.7440  0.319
H 2.3741 0.2091 -0.3184  0.377
H -1.4249 1.8112 -0.3253  0.489
H -1.5779 1.6251 -2.7933  0.541

Consider the structures shown above. The most stable of them is <P>.